No. 1
21
Properties=species:S:1:pos:R:3 method="wB97M-V/def2-TZVPD" de_lowest_kcal_mol=13.33 largest_force_ev_per_a=1.02 molar_mass_g_mol=102.18 smiles=CC[C@H](C)NCN charge=0 energy_ev=-8392.0410
C 0.689 1.329 -0.693
C 0.381 -0.032 -0.076
C 1.144 -0.223 1.223
C 2.584 -0.714 1.107
N -1.043 -0.119 0.222
C -1.933 0.107 -0.901
N -3.161 -0.599 -0.694
H 0.126 2.094 -0.166
H 1.742 1.548 -0.595
H 0.535 1.383 -1.768
H 0.640 -0.832 -0.795
H 0.595 -0.868 1.908
H 1.147 0.745 1.742
H 3.148 -0.167 0.345
H 3.093 -0.663 2.065
H 2.568 -1.757 0.762
H -1.305 -0.993 0.652
H -2.071 1.188 -1.023
H -1.456 -0.240 -1.830
H -3.644 -0.921 -1.512
H -3.777 -0.266 0.025


No. 2
21
Properties=species:S:1:pos:R:3 method="wB97M-V/def2-TZVPD" de_lowest_kcal_mol=32.75 largest_force_ev_per_a=3.17 molar_mass_g_mol=102.18 smiles=CCNC[C@H](C)N charge=0 energy_ev=-8391.1989
N -0.702 1.956 1.960
C 0.210 1.243 1.053
C 1.472 0.782 1.704
C -0.540 0.085 0.320
N 0.270 -0.712 -0.580
C -0.591 -1.597 -1.462
C -0.043 -1.705 -2.889
H -1.279 1.404 2.568
H -1.127 2.781 1.583
H 0.510 1.867 0.189
H 1.972 -0.024 1.200
H 1.308 0.474 2.749
H 2.174 1.646 1.782
H -0.914 -0.501 1.171
H -1.464 0.442 -0.122
H 0.912 -0.191 -1.171
H -1.591 -1.281 -1.214
H -0.402 -2.577 -1.038
H 0.047 -2.762 -3.059
H -0.798 -1.377 -3.607
H 0.891 -1.111 -3.054


No. 3
21
Properties=species:S:1:pos:R:3 method="wB97M-V/def2-TZVPD" multiplicity=2 de_lowest_kcal_mol=42.76 s_squared=0.75 largest_force_ev_per_a=3.60 molar_mass_g_mol=102.18 charge=+1 energy_ev=-8382.5560
C 1.013 0.650 -2.448
N 0.364 0.881 -1.145
C -0.193 -0.322 -0.441
C -0.938 0.251 0.812
C -0.313 -0.318 2.113
N 1.137 -0.142 2.385
C -1.221 -1.050 -1.283
H 2.055 0.353 -2.398
H 0.754 1.468 -3.117
H 0.676 -0.344 -2.767
H 0.990 1.416 -0.530
H 0.735 -0.868 -0.234
H -1.940 -0.150 0.860
H -0.986 1.337 0.976
H -0.609 -1.379 2.121
H -0.894 -0.015 2.992
H 1.400 0.741 1.946
H 1.180 -0.009 3.381
H -0.779 -1.825 -1.915
H -1.994 -1.537 -0.700
H -1.846 -0.284 -1.755


No. 4
22
Properties=species:S:1:pos:R:3 method="wB97M-V/def2-TZVPD" multiplicity=2 de_lowest_kcal_mol=63.60 s_squared=0.75 largest_force_ev_per_a=2.33 molar_mass_g_mol=118.18 charge=-1 energy_ev=-10435.6848
C 0.981 -1.295 -2.507
C 0.784 0.040 -1.850
C -0.395 0.750 -1.822
N -0.779 1.707 -0.856
H -0.010 -1.730 -2.798
H 1.559 -1.108 -3.397
H 1.553 -2.006 -1.831
H 1.765 0.447 -1.511
H -1.146 0.615 -2.579
H -0.458 -0.023 0.462
H -0.102 2.023 -0.175
H -1.356 2.500 -1.119
C -1.491 -0.612 2.109
N -0.203 -0.546 1.351
C 1.008 0.535 2.050
O 0.673 1.745 1.792
H -1.319 -1.012 3.104
H -2.253 -1.240 1.596
H -1.820 0.459 2.236
H 0.163 -1.439 1.069
H 1.877 0.043 1.537
H 0.969 0.148 3.138


No. 5
22
Properties=species:S:1:pos:R:3 method="wB97M-V/def2-TZVPD" de_lowest_kcal_mol=82.45 largest_force_ev_per_a=0.49 molar_mass_g_mol=118.18 smiles="C[C@H](N)ON.C=CC" charge=0 energy_ev=-10437.4524
C 0.131 0.379 -1.371
C 0.767 0.805 -2.694
N 2.170 0.121 -0.104
N -1.157 0.977 -1.225
O 0.927 0.761 -0.235
H 0.010 -0.719 -1.350
H 2.028 -0.884 -0.222
H 2.782 0.447 -0.855
H -1.063 1.987 -1.234
H -1.557 0.708 -0.330
H 0.056 0.623 -3.493
H 1.002 1.867 -2.661
H 1.677 0.243 -2.899
C -0.104 -1.647 2.164
C -0.750 -0.306 2.242
C -1.972 -0.036 1.819
H -0.144 0.473 2.685
H -0.707 -2.342 1.583
H 0.885 -1.554 1.719
H 0.027 -2.054 3.167
H -2.600 -0.794 1.375
H -2.409 0.944 1.919


No. 6
22
Properties=species:S:1:pos:R:3 method="wB97M-V/def2-TZVPD" de_lowest_kcal_mol=42.02 largest_force_ev_per_a=3.75 molar_mass_g_mol=118.18 smiles="CC(C)=O.CC(N)N" charge=0 energy_ev=-10439.2058
C -1.204 -0.274 -0.264
C -1.885 0.248 -1.519
N -1.392 0.625 0.838
N -1.769 -1.523 0.172
H -0.100 -0.520 -0.535
H -1.088 0.167 1.692
H -2.397 0.755 0.959
H -1.182 -1.927 0.898
H -1.745 -2.192 -0.597
H -1.707 -0.422 -2.367
H -2.970 0.324 -1.387
H -1.507 1.241 -1.778
C 1.908 -0.376 1.462
C 1.878 1.333 -0.460
C 1.798 -0.101 -0.014
O 1.880 -1.046 -0.843
H 2.958 -0.530 1.720
H 1.497 0.454 2.041
H 1.247 1.958 0.176
H 1.346 -1.281 1.706
H 1.517 1.413 -1.489
H 2.915 1.673 -0.413


Repeat the second record exactly.
21
Properties=species:S:1:pos:R:3 method="wB97M-V/def2-TZVPD" de_lowest_kcal_mol=32.75 largest_force_ev_per_a=3.17 molar_mass_g_mol=102.18 smiles=CCNC[C@H](C)N charge=0 energy_ev=-8391.1989
N -0.702 1.956 1.960
C 0.210 1.243 1.053
C 1.472 0.782 1.704
C -0.540 0.085 0.320
N 0.270 -0.712 -0.580
C -0.591 -1.597 -1.462
C -0.043 -1.705 -2.889
H -1.279 1.404 2.568
H -1.127 2.781 1.583
H 0.510 1.867 0.189
H 1.972 -0.024 1.200
H 1.308 0.474 2.749
H 2.174 1.646 1.782
H -0.914 -0.501 1.171
H -1.464 0.442 -0.122
H 0.912 -0.191 -1.171
H -1.591 -1.281 -1.214
H -0.402 -2.577 -1.038
H 0.047 -2.762 -3.059
H -0.798 -1.377 -3.607
H 0.891 -1.111 -3.054